{
  "formula": "C4H8N2O",
  "method": "wB97M-V/def2-TZVPD",
  "e_above_lowest_kcal_mol": 54.4,
  "homo_ev": -9.21,
  "homo_lumo_gap_ev": 9.391,
  "species": ["C", "N", "C", "N", "C", "O", "C", "H", "H", "H", "H", "H", "H", "H", "H"],
  "positions_angstrom": [[1.203, 2.096, -0.779], [-0.064, 1.523, -0.365], [-0.112, -0.474, 0.903], [0.578, -0.269, 1.815], [-1.087, -1.116, -0.020], [-1.939, -0.517, -0.626], [-0.918, -2.604, 0.003], [1.331, 1.964, -1.857], [2.015, 1.559, -0.275], [1.300, 3.164, -0.542], [-0.853, 1.801, -0.934], [-0.253, 1.761, 0.602], [-1.144, -2.939, 1.021], [-1.590, -3.074, -0.714], [0.127, -2.861, -0.198]],
  "lowdin_charge": [-0.168, -0.086, -0.201, 0.169, -0.442, 0.103, -0.013, 0.073, 0.070, 0.067, 0.078, 0.065, 0.100, 0.090, 0.096]
}

{
  "formula": "H10NO3",
  "method": "wB97M-V/def2-TZVPD",
  "e_above_lowest_kcal_mol": 8.0,
  "homo_ev": -15.77,
  "homo_lumo_gap_ev": 12.580,
  "total_charge": 1,
  "species": ["N", "H", "H", "H", "H", "H", "H", "O", "H", "H", "O", "H", "H", "O"],
  "positions_angstrom": [[-0.019, 0.487, -0.188], [-0.781, -0.195, -0.096], [-0.483, 1.392, -0.261], [0.667, 0.501, 0.575], [0.418, 0.333, -1.105], [-2.598, -1.000, 1.925], [-1.191, -0.989, 2.343], [-1.723, -0.816, 1.553], [0.151, -0.602, -3.756], [-1.304, -0.292, -3.300], [-0.385, -0.301, -3.017], [2.619, 1.251, 1.884], [2.600, -0.259, 1.618], [2.031, 0.490, 1.826]],
  "lowdin_charge": [0.287, 0.106, 0.154, 0.078, 0.113, 0.071, 0.064, -0.052, 0.060, 0.057, -0.046, 0.073, 0.071, -0.036]
}

{
  "formula": "C6H9N3",
  "method": "wB97M-V/def2-TZVPD",
  "e_above_lowest_kcal_mol": 65.0,
  "homo_ev": -8.78,
  "homo_lumo_gap_ev": 9.352,
  "species": ["C", "C", "C", "C", "C", "C", "N", "N", "N", "H", "H", "H", "H", "H", "H", "H", "H", "H"],
  "positions_angstrom": [[-0.902, -1.357, 0.182], [1.413, -0.802, -0.188], [-1.602, -0.124, 0.263], [-0.991, 1.022, 0.193], [-3.088, -0.180, -0.016], [3.331, 0.435, -0.042], [0.347, -1.652, 0.065], [-0.445, 2.016, -0.121], [2.182, -0.208, 0.605], [-1.525, -2.259, 0.253], [1.461, -0.641, -1.356], [-3.357, -0.449, -0.983], [-3.634, 0.690, 0.236], [-3.340, -0.947, 0.670], [3.675, -0.269, -0.699], [2.987, 1.350, -0.426], [3.986, 0.613, 0.780], [-0.498, 2.760, 0.583]],
  "lowdin_charge": [-0.139, -0.328, -0.263, -0.148, -0.032, -0.115, 0.077, 0.209, -0.018, 0.122, 0.162, 0.064, 0.073, 0.068, 0.041, 0.059, 0.063, 0.106]
}

{
  "formula": "C22H60N11O3P3",
  "method": "wB97M-V/def2-TZVPD",
  "e_above_lowest_kcal_mol": 102.3,
  "homo_ev": -8.38,
  "homo_lumo_gap_ev": 8.371,
  "species": ["O", "P", "N", "C", "C", "N", "C", "C", "N", "C", "C", "H", "H", "H", "H", "H", "H", "H", "H", "H", "H", "H", "H", "H", "H", "H", "H", "H", "H", "O", "P", "N", "C", "C", "N", "C", "C", "N", "C", "C", "H", "H", "H", "H", "H", "H", "H", "H", "H", "H", "H", "H", "H", "H", "H", "H", "H", "H", "O", "P", "N", "C", "C", "N", "C", "C", "N", "C", "C", "H", "H", "H", "H", "H", "H", "H", "H", "H", "H", "H", "H", "H", "H", "H", "H", "H", "H", "C", "C", "N", "H", "H", "H", "C", "C", "N", "H", "H", "H"],
  "positions_angstrom": [[-4.695, -9.095, 0.390], [-3.375, -8.502, 0.064], [-2.271, -8.582, 1.438], [-1.043, -7.801, 1.596], [-2.529, -9.620, 2.420], [-3.464, -6.824, -0.286], [-3.622, -5.761, 0.619], [-3.664, -6.360, -1.687], [-2.407, -9.188, -1.171], [-2.913, -10.361, -1.951], [-1.072, -8.720, -1.508], [-0.988, -7.437, 2.622], [-1.120, -6.914, 0.966], [-0.194, -8.418, 1.303], [-1.967, -9.470, 3.342], [-2.234, -10.572, 1.978], [-3.503, -9.520, 2.899], [-4.000, -6.029, 1.605], [-2.609, -5.405, 0.807], [-4.186, -4.921, 0.212], [-3.488, -5.291, -1.802], [-3.113, -6.965, -2.407], [-4.732, -6.519, -1.832], [-3.425, -11.133, -1.377], [-3.654, -10.086, -2.701], [-2.047, -10.795, -2.450], [-0.985, -8.412, -2.550], [-0.377, -9.536, -1.308], [-0.532, -8.083, -0.806], [3.441, -0.549, 0.756], [2.030, -0.947, 0.561], [1.434, -1.711, 2.021], [2.249, -2.836, 2.597], [0.159, -1.580, 2.638], [1.721, -2.064, -0.675], [2.799, -2.823, -1.346], [0.315, -2.630, -0.740], [0.935, 0.378, 0.130], [1.305, 0.801, -1.207], [0.649, 1.432, 1.059], [1.639, -3.598, 3.081], [2.805, -2.466, 3.459], [2.855, -3.355, 1.855], [-0.293, -2.557, 2.810], [-0.567, -1.142, 1.953], [0.264, -1.062, 3.592], [2.498, -3.853, -1.538], [3.113, -2.337, -2.270], [3.711, -2.799, -0.749], [-0.320, -1.745, -0.695], [0.044, -3.303, -1.553], [0.175, -3.232, 0.157], [0.907, 0.137, -1.974], [1.273, 1.866, -1.438], [2.380, 0.751, -1.383], [0.196, 2.327, 0.633], [1.503, 1.646, 1.701], [-0.146, 1.010, 1.674], [2.006, 10.963, 0.582], [0.789, 10.190, 0.850], [0.072, 10.303, 2.409], [-0.226, 11.653, 2.895], [-0.811, 9.292, 3.089], [0.991, 8.482, 0.795], [0.983, 7.831, -0.529], [1.928, 7.856, 1.706], [-0.488, 10.414, -0.157], [-1.774, 9.787, 0.048], [-0.740, 11.569, -1.096], [0.040, 11.783, 3.945], [-1.247, 11.983, 2.702], [0.502, 12.291, 2.394], [-0.897, 9.353, 4.174], [-0.330, 8.322, 2.970], [-1.838, 9.415, 2.743], [0.012, 7.933, -1.014], [1.791, 8.315, -1.079], [1.222, 6.768, -0.552], [1.684, 6.798, 1.804], [2.903, 8.066, 1.267], [1.844, 8.244, 2.721], [-2.416, 10.601, 0.384], [-2.243, 9.333, -0.825], [-1.660, 9.011, 0.805], [-1.595, 12.163, -0.772], [-0.775, 11.258, -2.140], [0.117, 12.239, -1.025], [5.427, -6.555, 0.906], [6.329, -7.746, 1.036], [6.957, -8.709, 1.158], [5.581, -5.935, 1.788], [4.366, -6.735, 0.734], [5.814, -6.011, 0.045], [0.100, 5.496, -8.503], [0.163, 5.052, -7.102], [0.256, 4.659, -6.047], [0.280, 4.598, -9.095], [0.851, 6.194, -8.872], [-0.829, 6.039, -8.674]],
  "lowdin_charge": [-0.293, 0.621, -0.311, -0.132, -0.133, -0.322, -0.153, -0.085, -0.306, -0.089, -0.134, 0.082, 0.051, 0.074, 0.072, 0.082, 0.078, 0.090, 0.062, 0.083, 0.076, 0.064, 0.083, 0.074, 0.072, 0.075, 0.084, 0.082, 0.054, -0.293, 0.613, -0.300, -0.092, -0.165, -0.300, -0.104, -0.082, -0.301, -0.153, -0.131, 0.068, 0.078, 0.068, 0.072, 0.069, 0.086, 0.074, 0.073, 0.063, 0.064, 0.078, 0.060, 0.073, 0.088, 0.066, 0.087, 0.085, 0.057, -0.272, 0.528, -0.292, -0.129, -0.109, -0.327, -0.103, -0.131, -0.299, -0.137, -0.074, 0.078, 0.078, 0.069, 0.077, 0.061, 0.064, 0.066, 0.081, 0.079, 0.082, 0.086, 0.072, 0.079, 0.087, 0.057, 0.076, 0.081, 0.071, -0.071, -0.267, 0.115, 0.075, 0.075, 0.073, -0.073, -0.290, 0.125, 0.081, 0.078, 0.079]
}

{
  "formula": "C26H48Cl3N4O4SiSm",
  "method": "wB97M-V/def2-TZVPD",
  "s2": 8.7588,
  "e_above_lowest_kcal_mol": 0.0,
  "homo_ev": [-7.79, -7.80],
  "homo_lumo_gap_ev": [8.082, 8.093],
  "spin_multiplicity": 6,
  "species": ["C", "C", "H", "H", "H", "C", "C", "H", "H", "H", "H", "Sm", "Cl", "Cl", "H", "H", "C", "C", "N", "H", "C", "O", "H", "H", "H", "H", "H", "H", "C", "C", "N", "H", "C", "O", "H", "H", "H", "H", "O", "C", "C", "C", "H", "C", "H", "C", "H", "C", "C", "H", "H", "H", "Si", "Cl", "C", "C", "C", "H", "H", "H", "H", "H", "H", "H", "H", "H", "C", "N", "C", "C", "C", "N", "C", "C", "O", "H", "H", "H", "H", "H", "H", "H", "H", "H", "H", "H", "H"],
  "positions_angstrom": [[-0.166, -1.637, -5.773], [-0.692, -0.613, -4.806], [-0.326, -1.355, -6.822], [-0.664, -2.607, -5.632], [0.924, -1.727, -5.657], [-1.911, -0.029, -5.001], [-2.839, -0.532, -6.055], [-2.273, 0.765, -4.350], [-2.974, -1.593, -5.782], [-2.508, -0.486, -7.127], [-3.827, -0.030, -6.016], [-0.148, -0.536, 2.145], [1.964, -0.221, 0.614], [-1.090, -2.827, 3.035], [2.143, -2.184, 5.940], [4.819, -2.830, 4.581], [1.951, -3.041, 5.275], [4.105, -3.473, 4.034], [2.765, -2.923, 4.075], [0.892, -3.038, 4.983], [2.445, -1.928, 3.234], [1.620, -1.025, 3.601], [4.434, -3.539, 2.991], [2.902, -1.933, 2.238], [2.207, -3.976, 5.780], [4.120, -4.469, 4.492], [-3.270, -2.125, -1.302], [-4.256, 0.052, -2.562], [-3.857, -1.787, -0.438], [-4.828, 0.124, -1.624], [-4.046, -0.338, -0.492], [-3.361, -2.081, 0.488], [-3.859, 0.505, 0.582], [-3.447, 0.193, 1.704], [-5.124, 1.169, -1.476], [-4.103, 1.557, 0.313], [-4.847, -2.252, -0.522], [-5.729, -0.501, -1.723], [-0.043, -1.748, -2.788], [0.130, -0.523, -3.536], [-1.423, 0.960, -2.162], [-0.146, 0.731, -2.710], [-2.136, 0.128, -2.123], [-1.787, 2.215, -1.627], [1.183, -0.457, -3.833], [0.839, 1.682, -2.477], [-2.800, 2.377, -1.243], [-0.808, 3.218, -1.566], [0.507, 2.937, -1.963], [1.882, 1.434, -2.704], [-1.080, 4.211, -1.218], [1.269, 3.709, -1.854], [0.577, -3.269, -2.814], [-1.225, -0.378, 0.050], [-0.466, -4.064, -1.491], [2.258, -3.002, -1.959], [0.335, -4.500, -4.155], [-0.516, -3.379, -0.638], [-0.054, -5.029, -1.194], [-1.483, -4.208, -1.854], [-0.617, -4.405, -4.675], [0.335, -5.521, -3.723], [1.153, -4.461, -4.889], [2.682, -2.023, -2.225], [3.045, -3.761, -2.062], [2.043, -2.914, -0.867], [2.300, 2.195, 3.191], [1.290, 3.231, 3.023], [1.539, 4.494, 3.694], [0.643, 5.551, 3.109], [-0.795, 5.112, 3.168], [-0.914, 3.816, 2.526], [-2.226, 3.346, 2.111], [0.059, 2.881, 2.602], [-0.222, 1.686, 2.298], [3.243, 2.681, 3.486], [2.442, 1.645, 2.250], [2.020, 1.456, 3.966], [1.358, 4.393, 4.777], [2.592, 4.746, 3.563], [0.929, 5.726, 2.069], [0.756, 6.482, 3.661], [-1.481, 5.784, 2.648], [-1.110, 5.042, 4.221], [-2.963, 4.143, 2.299], [-2.212, 3.106, 1.037], [-2.525, 2.424, 2.634]],
  "lowdin_charge": [-0.058, -0.215, 0.083, 0.064, 0.089, -0.101, -0.109, 0.090, 0.081, 0.087, 0.073, 0.877, -0.053, -0.248, 0.100, 0.099, -0.038, -0.041, -0.177, 0.045, -0.312, -0.265, 0.097, 0.083, 0.093, 0.092, 0.084, 0.079, -0.076, -0.069, -0.232, 0.065, -0.391, -0.084, 0.087, 0.121, 0.088, 0.091, -0.170, -0.266, -0.207, -0.190, 0.059, -0.107, 0.134, -0.043, 0.082, -0.100, -0.086, 0.118, 0.093, 0.097, 0.385, 0.305, -0.170, -0.153, -0.186, 0.014, 0.036, 0.029, 0.027, 0.048, 0.034, 0.018, 0.021, 0.015, -0.038, -0.068, -0.157, -0.159, -0.153, -0.068, -0.015, -0.418, -0.197, 0.097, 0.018, 0.088, 0.137, 0.124, 0.129, 0.120, 0.126, 0.135, 0.100, 0.077, 0.089]
}